Entry P
{
  "formula": "C7H12N3",
  "method": "the ωB97M-V functional and the def2-TZVPD basis",
  "elements": ["C", "C", "C", "C", "C", "C", "C", "N", "N", "N", "H", "H", "H", "H", "H", "H", "H", "H", "H", "H", "H", "H"],
  "positions_angstrom": [[-1.776, 1.630, 0.002], [-2.088, -1.171, -0.227], [-0.894, -1.978, -0.372], [0.091, -1.151, 0.335], [0.380, 0.201, -0.346], [2.877, 0.205, -0.072], [1.564, 0.844, 0.199], [-2.923, -0.387, 0.087], [-3.032, 0.950, 0.250], [-0.702, 1.038, -0.072], [-1.837, 2.710, 0.039], [-0.995, -2.877, 0.070], [-0.740, -2.126, -1.429], [-0.227, -0.980, 1.420], [1.066, -1.505, 0.501], [0.532, 0.014, -1.478], [3.042, -0.086, -1.041], [2.930, -0.709, 0.553], [3.559, 0.949, 0.201], [1.715, 1.851, -0.149], [1.412, 1.118, 1.279], [-3.952, 1.461, 0.251]],
  "orbital_gap_ev": 8.41,
  "smiles": "CC[C@H]1CCC#[N+]N/C=N\\1",
  "charge": 1
}

Entry Q
{
  "formula": "C7H12N3",
  "method": "the ωB97M-V functional and the def2-TZVPD basis",
  "elements": ["C", "C", "C", "C", "C", "C", "C", "N", "N", "N", "H", "H", "H", "H", "H", "H", "H", "H", "H", "H", "H", "H"],
  "positions_angstrom": [[-0.461, -1.614, -0.546], [0.870, -1.604, -0.495], [-1.138, -0.371, -0.229], [0.847, 0.872, -0.301], [1.734, -0.356, -0.264], [2.555, -0.311, 1.048], [-3.377, 0.693, 0.383], [-0.479, 0.747, -0.016], [1.287, 1.997, -0.777], [-2.438, -0.349, -0.119], [-1.050, -2.651, -0.653], [1.363, -2.548, -0.507], [2.588, -0.191, -0.952], [1.889, -0.474, 1.947], [3.171, 0.675, 1.110], [3.330, -1.097, 0.967], [-3.832, 1.028, -0.510], [-4.070, 0.102, 1.098], [-2.855, 1.587, 0.707], [2.251, 2.268, -1.014], [0.716, 2.793, -0.558], [-2.904, -1.194, -0.318]],
  "orbital_gap_ev": 9.67,
  "smiles": "C/[NH+]=C1/C=C[C@H](C)C(N)=N1",
  "charge": 1
}

Most stable = entry Q

Entry P
{
  "formula": "C6H14NO",
  "method": "the ωB97M-V functional and the def2-TZVPD basis",
  "elements": ["C", "C", "C", "C", "C", "C", "N", "O", "H", "H", "H", "H", "H", "H", "H", "H", "H", "H", "H", "H", "H", "H"],
  "positions_angstrom": [[-1.210, 1.314, -0.273], [-0.298, 0.363, 0.095], [-2.664, 1.040, 0.224], [1.830, -0.218, -1.257], [1.906, 0.266, 1.152], [-0.829, -1.954, -0.005], [1.228, 0.541, -0.155], [-0.575, -0.775, 0.719], [-1.058, 2.316, -0.635], [-3.211, 0.773, -0.641], [-3.242, 1.901, 0.718], [-2.596, 0.211, 0.886], [2.130, -1.210, -1.022], [1.026, -0.435, -2.020], [2.694, 0.352, -1.726], [2.281, -0.803, 1.158], [2.771, 0.768, 1.227], [1.228, 0.578, 2.051], [0.063, -2.139, -0.542], [-1.773, -1.861, -0.561], [-0.993, -2.594, 0.937], [1.293, 1.566, -0.331]],
  "orbital_gap_ev": 10.78,
  "smiles": "C/C=C(\\OC)[NH+](C)C",
  "charge": 1
}

Entry Q
{
  "formula": "C6H14NO",
  "method": "the ωB97M-V functional and the def2-TZVPD basis",
  "elements": ["C", "C", "C", "C", "C", "C", "N", "H", "H", "H", "H", "H", "H", "H", "H", "H", "H", "H", "H", "H", "H", "O"],
  "positions_angstrom": [[-2.786, 0.239, 0.514], [-1.726, 1.256, -0.068], [-0.395, 0.695, 0.351], [-0.102, -0.558, -0.476], [-0.772, -1.259, -1.410], [1.637, -1.940, 0.694], [1.340, -0.869, -0.032], [-3.766, 0.535, 0.461], [-2.970, -0.640, -0.198], [-2.460, 0.053, 1.567], [-1.797, 1.469, -1.123], [-2.142, 2.226, 0.383], [0.334, 1.459, 0.014], [-0.651, 0.595, 1.433], [-0.367, -2.268, -1.596], [-1.741, -1.077, -1.958], [2.412, -2.167, 1.370], [0.712, -2.631, 0.828], [1.962, -0.068, -0.206], [3.054, 1.788, 0.951], [2.683, 2.488, -0.393], [2.529, 1.715, 0.132]],
  "orbital_gap_ev": 8.81,
  "charge": 1
}

Most stable = entry P

Entry P
{
  "formula": "C2H5BrSi",
  "method": "the ωB97M-V functional and the def2-TZVPD basis",
  "elements": ["C", "C", "Si", "Br", "H", "H", "H", "H", "H"],
  "positions_angstrom": [[0.611, 0.022, 0.830], [0.759, 0.659, -0.554], [-0.676, -0.871, -0.182], [-2.639, 0.145, 0.077], [1.354, -0.575, 1.441], [0.035, 0.672, 1.535], [0.269, 1.573, -0.786], [1.411, 0.338, -1.342], [-1.124, -1.963, -1.018]],
  "orbital_gap_ev": 8.64,
  "smiles": "Br[SiH]1CC1",
  "charge": 0
}

Entry Q
{
  "formula": "C2H5BrSi",
  "method": "the ωB97M-V functional and the def2-TZVPD basis",
  "elements": ["C", "C", "Si", "Br", "H", "H", "H", "H", "H"],
  "positions_angstrom": [[-0.260, 1.716, -0.126], [0.101, 0.469, -0.260], [-0.484, -1.304, -0.115], [2.966, -0.110, 0.629], [0.449, 2.570, -0.172], [-1.245, 1.762, 0.044], [0.112, -2.205, 0.912], [-1.802, -1.101, 0.376], [0.162, -1.797, -1.289]],
  "orbital_gap_ev": [6.65, 6.65],
  "charge": 0
}

Most stable = entry P

Entry P
{
  "formula": "C3H6N4S",
  "method": "the ωB97M-V functional and the def2-TZVPD basis",
  "elements": ["C", "C", "C", "N", "N", "N", "N", "S", "H", "H", "H", "H", "H", "H"],
  "positions_angstrom": [[-0.527, 2.008, -0.906], [-0.154, -0.018, -0.350], [2.068, -1.855, -0.689], [0.118, 0.855, -1.231], [-1.213, 2.037, 0.233], [-1.140, 0.902, 0.871], [-2.139, 0.402, 1.706], [0.465, -1.550, 0.208], [-0.362, 2.927, -1.497], [1.800, -1.932, -1.789], [2.422, -2.870, -0.508], [2.651, -0.900, -0.356], [-1.815, 0.649, 2.688], [-2.174, -0.655, 1.619]],
  "orbital_gap_ev": 8.58,
  "smiles": "CSc1ncnn1N",
  "charge": 0
}

Entry Q
{
  "formula": "C3H6N4S",
  "method": "the ωB97M-V functional and the def2-TZVPD basis",
  "elements": ["C", "C", "C", "H", "H", "H", "H", "H", "H", "N", "N", "N", "N", "S"],
  "positions_angstrom": [[-2.086, -0.644, -2.450], [0.878, -0.213, -0.096], [0.971, 1.008, 2.189], [-2.310, -1.233, -3.338], [-2.992, 0.013, -2.175], [0.892, -1.927, -1.195], [2.518, 0.102, 0.974], [1.596, 0.892, 3.094], [-0.563, 1.839, 3.039], [-0.981, -0.865, -1.797], [1.465, -1.340, -0.533], [1.609, 0.443, 0.899], [-0.156, 1.555, 1.992], [-0.841, 0.370, -0.604]],
  "orbital_gap_ev": 9.28,
  "smiles": "[H]/N=C(/N/C=N/[H])SN=C",
  "charge": 0
}

Entry R
{
  "formula": "C3H6N4S",
  "method": "the ωB97M-V functional and the def2-TZVPD basis",
  "elements": ["C", "C", "C", "H", "H", "H", "H", "H", "H", "N", "N", "N", "N", "S"],
  "positions_angstrom": [[0.285, -1.481, 1.430], [1.103, -0.486, 0.599], [-0.858, 1.844, -1.200], [-0.236, -1.805, -1.148], [0.681, -1.492, 2.517], [2.088, -0.668, 0.921], [-1.032, 0.158, 0.079], [-1.992, 1.682, -1.566], [0.901, 3.121, -0.449], [-0.380, -2.527, 1.166], [0.916, 0.580, -0.102], [-0.472, 0.678, -0.539], [-0.040, 3.115, -1.238], [-0.966, -2.719, -0.470]],
  "orbital_gap_ev": 8.71,
  "smiles": "[H]/N=C\\N/N=C\\C=N/S",
  "charge": 0
}

Entry S
{
  "formula": "C3H6N4S",
  "method": "the ωB97M-V functional and the def2-TZVPD basis",
  "elements": ["C", "C", "C", "N", "N", "N", "N", "S", "H", "H", "H", "H", "H", "H"],
  "positions_angstrom": [[-1.123, 0.414, -0.272], [-1.225, -0.863, 0.744], [0.978, -0.711, -0.674], [2.238, -0.341, 0.238], [2.202, 0.904, 0.396], [1.010, 1.428, 0.061], [0.217, 0.531, -0.658], [0.083, -2.009, 0.207], [-1.728, 0.186, -1.048], [-1.499, 1.360, 0.197], [-1.076, -0.612, 1.810], [-2.188, -1.438, 0.626], [1.244, -1.248, -1.682], [0.868, 2.400, 0.055]],
  "orbital_gap_ev": 9.14,
  "smiles": "C1CN2NN=N[C@H]2S1",
  "charge": 0
}

Most stable = entry Q

Entry P
{
  "formula": "C4H8N3O2",
  "method": "the ωB97M-V functional and the def2-TZVPD basis",
  "elements": ["C", "C", "C", "C", "N", "N", "N", "O", "O", "H", "H", "H", "H", "H", "H", "H", "H"],
  "positions_angstrom": [[-0.152, -0.765, 0.557], [0.165, -2.114, 0.268], [0.010, 1.329, -0.615], [1.007, 2.202, -1.382], [0.597, 0.281, -0.094], [-1.099, -0.278, 1.315], [-2.201, -0.839, 1.710], [-0.082, -3.149, 1.009], [-1.159, 1.490, -0.535], [0.941, -2.394, -0.394], [1.643, 0.094, -0.068], [2.094, 1.820, -1.355], [1.034, 3.274, -0.969], [0.735, 2.207, -2.366], [-0.684, -2.945, 1.798], [-2.369, -1.818, 1.222], [-2.886, -0.228, 2.051]],
  "orbital_gap_ev": 7.28,
  "smiles": "CC(=O)N/C(=C/O)N=[NH2+]",
  "charge": 1
}

Entry Q
{
  "formula": "C4H8N3O2",
  "method": "the ωB97M-V functional and the def2-TZVPD basis",
  "elements": ["C", "C", "C", "C", "N", "N", "N", "O", "O", "H", "H", "H", "H", "H", "H", "H", "H"],
  "positions_angstrom": [[2.077, 0.880, 0.806], [-1.920, -0.426, 0.204], [1.725, -0.339, -1.002], [-2.013, 0.537, -0.952], [2.120, 0.941, -0.471], [1.657, -0.429, 1.185], [1.417, -1.145, 0.211], [-2.894, -0.463, 1.059], [-0.881, -1.024, 0.459], [2.265, 1.787, 1.416], [0.979, -0.408, -1.882], [2.539, -0.814, -1.398], [-2.945, 1.090, -1.075], [-1.250, 1.389, -0.640], [-1.628, -0.014, -1.902], [1.441, -0.616, 2.177], [-2.690, -0.946, 1.804]],
  "orbital_gap_ev": 8.63,
  "charge": 1
}

Entry R
{
  "formula": "C4H8N3O2",
  "method": "the ωB97M-V functional and the def2-TZVPD basis",
  "elements": ["C", "C", "C", "C", "N", "N", "N", "O", "O", "H", "H", "H", "H", "H", "H", "H", "H"],
  "positions_angstrom": [[0.705, 0.726, 1.611], [-1.369, 0.138, -0.677], [-0.240, 1.565, 0.891], [1.421, -0.155, 0.855], [-1.090, 1.167, 0.013], [-0.486, -0.463, -1.380], [-0.928, -1.605, -2.269], [-0.363, 2.800, 1.419], [2.473, -0.927, 1.229], [0.939, 0.896, 2.678], [-2.384, -0.319, -0.649], [1.052, -0.308, -0.247], [-0.965, -1.333, -3.247], [-1.713, -2.185, -1.961], [-0.141, -2.323, -2.432], [0.173, 3.019, 2.174], [2.917, -0.694, 1.993]],
  "orbital_gap_ev": 9.47,
  "smiles": "[NH3+]/N=C/N=C(O)\\C=C\\O",
  "charge": 1
}

Most stable = entry Q